Entry from the Open Molecules 2025 dataset: a structure of composition CH5O2Sm at a distorted geometry (ωB97M-V with the def2-TZVPD basis set).

Results
⟨S²⟩	12.017
F_max	0.08604	Eh/bohr
Kohn-Sham gap (spin up / spin down)	0.1551 / 0.2667	Eh
charge	+1
LUMO level (spin up / spin down)	-7.62 / -5.86	eV
highest occupied orbital energy (spin up / spin down)	-11.84 / -13.12	eV
multiplicity	7

Cartesian coordinates (Å):
O 2.684 -1.746 -1.827
Sm 3.455 -0.917 0.184
H 2.213 -2.485 -2.226
C 0.054 1.524 -2.974
H -0.064 1.089 -3.979
H -0.858 2.071 -2.710
H 0.888 2.243 -2.997
O 0.249 0.528 -1.991
H 0.836 -0.232 -2.333

Entry from the Open Molecules 2025 dataset: a structure of composition CH5O3Zn at a distorted geometry (ωB97M-V with the def2-TZVPD basis set).

Results
⟨S²⟩	0.754
F_max	0.09350	Eh/bohr
Kohn-Sham gap (spin up / spin down)	0.3196 / 0.2911	Eh
charge	+2
LUMO level (spin up / spin down)	-12.58 / -13.35	eV
highest occupied orbital energy (spin up / spin down)	-21.28 / -21.28	eV
multiplicity	2

Cartesian coordinates (Å):
O 2.011 -0.056 -0.647
Zn 0.482 -1.244 -0.541
O 3.038 -0.421 0.074
H 3.834 -0.187 -0.449
O -0.556 0.036 0.278
H 0.112 0.913 0.293
C -1.968 0.205 0.243
H -2.412 -0.693 -0.196
H -2.327 0.337 1.274
H -2.214 1.109 -0.330

Entry from the Open Molecules 2025 dataset: a cluster of 2 separate species, CH5OS in total at a distorted geometry (ωB97M-V with the def2-TZVPD basis set).

Results
energy above the lowest of the compared OMol25 structures with the same formula, charge and spin	8.7	kcal per mole
F_max	0.04256	Eh/bohr
Kohn-Sham gap	0.2467	Eh
charge	-1
LUMO level	4.00	eV
highest occupied orbital energy	-2.71	eV

Cartesian coordinates (Å):
S 0.419 -2.098 2.178
H -0.128 -2.976 1.347
C 0.008 1.163 -0.689
O -0.245 -0.166 -0.954
H -0.886 1.673 -0.288
H 0.324 1.749 -1.623
H 0.800 1.289 0.128
H -0.292 -0.635 -0.098

Entry from the Open Molecules 2025 dataset: a cluster of 3 separate species, CH5P in total at a distorted geometry (ωB97M-V with the def2-TZVPD basis set).

Results
energy above the lowest of the compared OMol25 structures with the same formula, charge and spin	49.0	kcal per mole
F_max	0.07137	Eh/bohr
Kohn-Sham gap	0.3626	Eh
LUMO level	-0.02	eV
highest occupied orbital energy	-9.89	eV

Cartesian coordinates (Å):
C 0.247 0.847 -0.053
P -0.700 0.739 -1.441
H 1.305 0.758 -0.210
H -0.221 0.455 0.900
H -0.262 -1.506 1.387
H -0.702 -2.184 1.773
H 0.334 0.893 -2.355

Entry from the Open Molecules 2025 dataset: a cluster of 2 separate species, CH5S2 in total (ωB97M-V with the def2-TZVPD basis set).

Results
energy above the lowest of the compared OMol25 structures with the same formula, charge and spin	3.7	kcal per mole
F_max	0.01046	Eh/bohr
Kohn-Sham gap	0.2460	Eh
charge	-1
LUMO level	3.85	eV
highest occupied orbital energy	-2.85	eV

Cartesian coordinates (Å):
S 2.249 -0.236 0.857
H 2.025 -1.246 1.717
C -1.152 0.550 -0.443
S -0.365 -0.908 -1.163
H -1.636 1.149 -1.213
H -0.394 1.162 0.046
H -1.911 0.244 0.274
H 1.185 -0.716 -0.073

Entry from the Open Molecules 2025 dataset: a cluster of 31 separate species, CH65BrN2O33P2 in total at a distorted geometry (ωB97M-V with the def2-TZVPD basis set).

Results
energy above the lowest of the compared OMol25 structures with the same formula, charge and spin	36.3	kcal per mole
F_max	0.16242	Eh/bohr
Kohn-Sham gap	0.2580	Eh
LUMO level	-1.23	eV
highest occupied orbital energy	-8.25	eV

Cartesian coordinates (Å):
N 2.917 2.422 3.956
P 3.183 2.029 2.374
N 1.904 1.102 1.664
C 0.594 1.753 1.434
O 0.062 1.680 0.182
O -0.219 2.536 2.414
P 2.017 -0.616 1.544
O 1.031 -1.317 2.846
Br 4.120 -1.441 2.035
H 3.731 2.070 4.544
H 4.509 1.430 2.333
H 3.295 3.291 1.652
H -0.855 1.839 2.780
H 0.945 -0.650 3.593
O -2.106 -0.999 2.653
H -2.460 -1.213 1.776
H -1.300 -1.534 2.716
O -4.876 -1.144 3.427
H -3.977 -0.783 3.470
H -5.428 -0.439 3.798
O -1.283 -0.720 -1.472
H -2.085 -0.246 -1.738
H -0.916 -0.178 -0.758
O -3.610 1.190 -0.575
H -2.744 1.533 -0.308
H -4.230 1.885 -0.307
O 5.872 0.806 0.609
H 6.153 -0.118 0.681
H 6.191 1.081 -0.264
O -5.143 1.383 4.197
H -4.245 1.743 4.240
H -5.696 2.088 4.568
O 0.546 1.416 -3.259
H 0.476 1.530 -2.299
H 1.091 0.622 -3.362
O 5.089 2.309 6.000
H 5.988 2.669 6.043
H 4.537 3.013 6.371
O -1.022 3.094 -5.618
H -1.605 2.582 -6.199
H -0.659 2.433 -5.010
O -0.564 0.861 -7.100
H -0.280 1.019 -8.013
H 0.258 0.653 -6.632
O 3.783 1.072 -2.322
H 4.408 1.155 -3.058
H 2.922 1.267 -2.722
O 5.199 4.411 8.188
H 4.658 4.133 8.942
H 5.756 5.118 8.548
O -3.507 -2.778 0.190
H -4.436 -2.805 0.466
H -3.444 -3.471 -0.485
O -5.787 -4.298 2.626
H -5.520 -4.882 3.352
H -5.480 -3.422 2.905
O 4.313 1.973 9.271
H 4.594 1.048 9.343
H 4.633 2.247 8.398
O -4.078 2.691 -5.548
H -3.811 2.108 -4.822
H -3.771 3.567 -5.269
O -5.502 -7.461 1.433
H -4.603 -7.101 1.475
H -6.054 -6.757 1.804
O -0.668 0.050 4.986
H -1.033 -0.181 4.118
H -0.862 -0.725 5.535
O -2.977 -1.282 -7.229
H -2.181 -0.730 -7.237
H -3.705 -0.643 -7.198
O -0.384 -3.579 -3.301
H -1.024 -3.157 -3.893
H -0.255 -2.929 -2.594
O 7.296 0.438 -2.279
H 7.440 -0.518 -2.349
H 7.902 0.814 -2.934
O -3.384 -2.217 5.708
H -4.024 -1.795 5.117
H -3.255 -1.567 6.416
O -5.245 4.099 -8.062
H -4.979 3.516 -7.336
H -4.939 4.975 -7.783
O 6.862 2.109 3.032
H 6.626 1.464 2.349
H 7.349 2.793 2.548
O 6.119 -3.675 0.956
H 5.536 -4.187 0.375
H 6.482 -4.337 1.564
O 3.832 4.015 -2.421
H 3.467 3.784 -3.288
H 3.638 3.240 -1.872
O 1.919 -1.629 -3.351
H 1.336 -2.141 -3.932
H 2.282 -2.290 -2.743
O 0.487 -4.617 -6.198
H 0.418 -4.503 -5.239
H 1.033 -5.411 -6.301
O -6.338 -2.622 -0.626
H -6.574 -3.267 -1.309
H -5.851 -1.937 -1.109
O -5.358 -0.626 -4.886
H -5.594 -1.271 -5.568
H -4.871 0.058 -5.369

Entry from the Open Molecules 2025 dataset: a cluster of 3 separate species, CH6BNO3 in total at a distorted geometry (ωB97M-V with the def2-TZVPD basis set).

Results
energy above the lowest of the compared OMol25 structures with the same formula, charge and spin	0.0	kcal per mole
F_max	0.09939	Eh/bohr
Kohn-Sham gap	0.3966	Eh
SMILES	O=BO.C=N.O
LUMO level	0.33	eV
highest occupied orbital energy	-10.46	eV

Cartesian coordinates (Å):
O -1.269 -1.456 -1.158
B -1.729 -0.596 -0.424
O -2.420 0.203 0.348
H -2.155 1.105 0.360
C 1.346 -1.490 0.413
N 1.433 -0.293 -0.079
H 0.575 -2.176 0.158
H 2.076 -1.890 1.135
H 0.749 -0.045 -0.702
O 0.097 2.182 -0.185
H 0.672 1.490 0.060
H 0.625 2.965 0.074

Entry from the Open Molecules 2025 dataset: a structure of composition CH6ClIN2OP at a distorted geometry (ωB97M-V with the def2-TZVPD basis set).

Results
energy above the lowest of the compared OMol25 structures with the same formula, charge and spin	48.1	kcal per mole
F_max	0.09048	Eh/bohr
Kohn-Sham gap	0.3501	Eh
charge	+1
LUMO level	-4.31	eV
highest occupied orbital energy	-13.83	eV

Cartesian coordinates (Å):
C 0.320 -1.101 -1.294
N 0.291 1.669 -0.009
N 0.104 -0.521 1.579
O -1.788 -0.031 -0.003
P -0.233 0.054 0.045
Cl -0.552 -0.844 -2.780
I 2.435 -0.806 -1.346
H -0.103 -2.598 -0.812
H 0.835 2.106 0.661
H -0.041 2.394 -0.688
H -0.184 -0.024 2.392
H 1.051 -0.906 1.586
H -2.134 0.608 0.670

Entry from the Open Molecules 2025 dataset: a cluster of 2 separate species, CH6ClN2OP in total at a distorted geometry (ωB97M-V with the def2-TZVPD basis set).

Results
energy above the lowest of the compared OMol25 structures with the same formula, charge and spin	31.1	kcal per mole
F_max	0.05332	Eh/bohr
Kohn-Sham gap (spin up / spin down)	0.3102 / 0.2746	Eh
LUMO level (spin up / spin down)	-0.75 / -0.73	eV
highest occupied orbital energy (spin up / spin down)	-9.19 / -8.20	eV

Cartesian coordinates (Å):
C 1.913 0.661 1.158
N -1.317 0.827 -1.393
N -0.697 -1.537 -0.258
O -2.048 0.327 1.141
P -0.990 0.102 0.145
Cl 2.776 -0.051 -0.145
H 2.193 0.136 2.108
H 2.339 1.715 1.321
H -2.191 1.279 -1.579
H -0.803 0.683 -2.243
H -1.319 -2.156 0.317
H 0.144 -1.986 -0.572

Entry from the Open Molecules 2025 dataset: a cluster of 2 separate species, CH6N2 in total at a distorted geometry (ωB97M-V with the def2-TZVPD basis set).

Results
energy above the lowest of the compared OMol25 structures with the same formula, charge and spin	97.4	kcal per mole
F_max	0.04771	Eh/bohr
Kohn-Sham gap (spin up / spin down)	0.3073 / 0.3292	Eh
LUMO level (spin up / spin down)	0.29 / 0.50	eV
highest occupied orbital energy (spin up / spin down)	-8.07 / -8.46	eV

Cartesian coordinates (Å):
C -0.947 -0.297 0.195
N 1.352 -0.237 0.104
N 0.263 0.417 0.524
H -1.260 -0.198 -0.845
H -0.789 -1.363 0.390
H -1.743 0.068 0.841
H 2.208 0.259 0.317
H 1.345 -0.632 -0.839
H 0.174 1.885 -0.568

Entry from the Open Molecules 2025 dataset: a structure of composition CH6N2 at a distorted geometry (ωB97M-V with the def2-TZVPD basis set).

Results
energy above the lowest of the compared OMol25 structures with the same formula, charge and spin	153.0	kcal per mole
F_max	0.35813	Eh/bohr
Kohn-Sham gap	0.3678	Eh
LUMO level	0.73	eV
highest occupied orbital energy	-9.27	eV

Cartesian coordinates (Å):
C 0.388 0.223 0.740
H 0.324 1.298 1.385
H 0.752 -0.728 1.662
H 1.419 0.093 0.268
H -0.967 0.849 0.244
H -0.665 -1.582 -1.121
H 0.345 0.193 -1.864
N -0.861 0.081 0.011
N -0.734 -0.427 -1.326

Entry from the Open Molecules 2025 dataset: a cluster of 2 separate species, CH6N2O in total (ωB97M-V with the def2-TZVPD basis set).

Results
energy above the lowest of the compared OMol25 structures with the same formula, charge and spin	20.6	kcal per mole
F_max	0.01126	Eh/bohr
Kohn-Sham gap	0.3978	Eh
SMILES	NC=O.N
LUMO level	0.90	eV
highest occupied orbital energy	-9.92	eV

Cartesian coordinates (Å):
N -2.149 -0.670 0.150
C -0.785 -0.294 0.404
O 0.136 -0.849 -0.102
H -2.561 -1.050 1.002
H -2.677 0.186 -0.011
H -0.642 0.561 1.094
N 2.303 1.449 -0.401
H 1.888 0.527 -0.509
H 2.566 1.739 -1.337
H 3.160 1.310 0.121